Density functional theory data (wB97M-V/def2-TZVPD) for 3 unconnected molecules or ions with the total composition C15H38Br2O8P3.

```
66
Properties=species:S:1:pos:R:3
Br 0.777 -3.123 3.165
Br 3.532 -4.958 3.669
P 4.598 -4.445 0.578
P 1.455 0.890 -2.771
P -3.887 1.302 2.108
O 1.279 -0.411 -2.107
O 2.801 0.804 -3.669
O -4.442 0.043 1.272
O -2.359 0.945 2.137
O 1.937 1.834 -1.541
O -4.715 2.490 1.866
O 0.727 2.083 -3.529
O -4.234 0.853 3.623
C -5.163 1.557 4.437
C 1.758 -2.744 0.482
C -3.049 0.221 -0.751
C 0.791 3.481 -3.212
C 2.826 -0.053 -4.813
C 3.451 0.908 0.109
C 3.194 -4.150 1.982
C 2.145 4.092 -3.485
C -4.444 0.110 -0.159
C -6.562 0.998 4.285
C 2.115 -3.426 1.771
C 2.051 1.403 -0.185
C -1.652 0.220 3.175
C 1.907 0.419 -5.926
C -2.081 -1.223 3.295
H -6.611 -0.015 4.690
H 2.120 1.455 -6.191
H -1.735 0.739 4.128
H 1.296 0.655 0.054
H -1.514 -1.699 4.092
H -4.823 1.428 5.467
H 0.048 3.953 -3.856
H 2.934 3.612 -2.912
H 0.859 0.369 -5.625
H -6.849 0.939 3.235
H -7.286 1.619 4.815
H 2.034 -0.208 -6.810
H 3.531 -4.881 -0.345
H 4.394 -3.048 0.145
H 2.308 -1.811 0.360
H -2.609 1.180 -0.466
H -5.136 2.626 4.224
H -4.944 -0.797 -0.495
H 3.508 0.472 1.106
H 0.687 -2.545 0.445
H -5.045 0.963 -0.487
H 1.837 2.281 0.429
H 2.404 3.994 -4.541
H 3.770 0.159 -0.616
H -3.140 -1.307 3.528
H 5.626 -4.652 -0.448
H -1.905 -1.773 2.372
H 2.003 -3.376 -0.376
H 0.463 3.658 -2.190
H 2.570 -1.071 -4.508
H 2.122 5.151 -3.225
H -0.601 0.273 2.893
H -2.381 -0.560 -0.389
H 4.162 1.735 0.052
H -3.085 0.182 -1.841
H 4.790 -5.806 1.082
H 3.858 -0.062 -5.161
H 5.586 -3.952 1.556
```

## Properties
Energy   -200503.9886 eV
HOMO energy   -3.6 eV
Total charge   -1
Molar mass   599.19 g mol⁻¹